[1]
Below is C17H35BeBr2CaCl2CsFN2O11S as an isolated structure at a distorted geometry, with properties calculated with ωB97M-V with the def2-TZVPD basis set.

Summary:
LUMO: -7.34 eV
HOMO level: -0.3544 Eh
E_tot: -8884.04972 hartree
Maximum force: 7.602 eV Å⁻¹

```
! RIJCOSX wB97M-V def2-TZVPD def2/J DEFGRID3
* xyz 1 1
N 0.71 2.07 3.38
C 0.76 1.28 2.14
C 0.20 -0.11 2.34
C 1.21 -1.22 2.58
C 2.05 -1.58 1.43
C 2.99 -2.85 1.87
O 4.38 -2.68 1.40
S 4.40 -1.27 0.23
O 3.99 -1.51 -1.25
O 5.38 -0.18 0.42
O 2.98 -0.57 0.89
H 1.39 1.69 4.03
H 1.07 2.99 3.16
H 0.12 1.79 1.43
H 1.77 1.30 1.72
H -0.42 -0.06 3.22
H -0.47 -0.38 1.53
H 1.81 -1.07 3.46
H 0.63 -2.12 2.79
H 1.43 -1.97 0.56
H 2.73 -3.85 1.40
H 2.99 -2.95 2.94
Ca 2.24 -0.91 -1.12
Br 1.73 -3.04 -3.99
C 0.22 -3.67 -5.05
C -0.81 -2.59 -5.24
Br -1.85 -2.31 -3.61
H -0.17 -4.54 -4.55
H 0.65 -3.96 -6.01
H -1.53 -2.87 -6.00
H -0.37 -1.63 -5.49
C 4.67 -5.19 -1.34
O 5.15 -4.46 -0.43
O 4.12 -4.41 -2.38
O 4.57 -6.41 -1.43
H 4.39 -3.56 -2.00
Cl 5.32 1.64 1.40
Cs 2.04 -5.37 0.36
C -2.69 0.36 -1.03
C -4.17 0.56 -0.72
N -4.49 0.33 0.67
C -5.92 0.26 0.93
C -6.75 1.53 0.70
C -3.71 1.09 1.64
C -3.75 2.62 1.55
H -2.37 -0.64 -0.74
H -2.52 0.47 -2.11
H -2.06 1.10 -0.53
H -4.74 -0.15 -1.32
H -4.47 1.56 -1.06
H -6.07 -0.08 1.96
H -6.32 -0.53 0.30
H -6.61 2.26 1.49
H -7.81 1.27 0.69
H -6.53 2.01 -0.25
H -2.66 0.77 1.56
H -4.01 0.77 2.65
H -3.67 2.97 0.52
H -2.91 3.05 2.10
H -4.65 3.04 1.99
Cl 5.38 -3.46 3.06
O 6.22 -0.86 -2.81
H 5.92 -0.78 -1.90
Be -2.96 1.32 4.26
C 1.53 5.11 -1.60
C 1.06 3.72 -1.24
O 1.08 3.74 0.16
C 0.86 5.04 0.56
O 0.57 5.35 1.66
O 1.03 5.87 -0.49
F 1.93 2.75 -1.67
H 2.62 5.18 -1.62
H 1.12 5.48 -2.53
H 0.06 3.47 -1.59
*
```

Charges in e, computed with Mulliken, in the same order as the atoms: N -0.606; C 0.044; C -0.582; C -1.493; C 0.837; C -0.452; O -0.143; S 1.334; O -0.648; O -0.488; O -0.469; H 0.275; H 0.268; H -0.098; H 0.249; H 0.187; H 0.081; H 0.599; H 0.484; H 0.461; H -0.633; H 0.693; Ca 1.395; Br -0.031; C -0.616; C -0.583; Br -0.137; H 0.382; H 0.384; H 0.367; H 0.374; C 0.182; O -0.567; O -0.300; O -0.619; H 0.355; Cl -0.115; Cs 1.058; C -0.836; C -0.571; N 0.085; C -0.707; C -0.981; C 0.211; C -1.037; H 0.190; H 0.480; H -0.023; H 0.472; H 0.270; H 0.370; H 0.428; H 0.235; H 0.395; H 0.279; H -0.517; H 0.325; H 0.269; H 0.366; H 0.302; Cl -0.139; O -0.562; H 0.279; Be 0.043; C -0.456; C 0.287; O -0.183; C 0.515; O -0.452; O -0.340; F -0.283; H 0.295; H 0.313; H 0.249


[2]
Below is C17H35BiClIN2OP2 as an isolated structure at a distorted geometry, with properties calculated with ωB97M-V with the def2-TZVPD basis set.

Summary:
LUMO (spin up / spin down): -10.16 / -9.87 eV
HOMO level (spin up / spin down): -0.4998 / -0.4996 Eh
E_tot: -2508.02512 hartree
Maximum force: 2.622 eV Å⁻¹

```
! RIJCOSX wB97M-V def2-TZVPD def2/J DEFGRID3
* xyz 2 1
C -1.39 0.14 -2.70
I 1.91 -0.27 -1.21
H -2.35 0.36 -3.22
H -1.30 0.88 -1.90
H -1.49 -0.82 -2.16
Bi 0.65 -0.08 -4.26
P 0.32 2.57 -2.83
C -0.02 3.23 -1.15
C 1.97 3.34 -3.10
H 1.84 4.42 -3.09
H -0.31 4.69 -3.74
H 2.38 3.00 -4.07
H -0.66 3.36 -4.89
H 0.71 2.81 -0.44
H 2.65 3.01 -2.29
C -0.70 3.68 -3.85
H 0.08 4.31 -1.19
H -1.74 3.64 -3.52
H -1.02 2.95 -0.82
P 0.27 -2.70 -2.89
C -0.09 -3.32 -1.21
C -0.81 -3.77 -3.90
H 2.31 -3.16 -4.14
H 1.75 -4.59 -3.19
H 2.58 -3.21 -2.36
C 1.89 -3.51 -3.18
H -0.79 -3.42 -4.94
H -0.43 -4.79 -3.84
H 0.02 -4.40 -1.21
H -1.11 -3.05 -0.91
H -1.83 -3.72 -3.54
H 0.61 -2.86 -0.50
Cl 0.87 0.00 -6.74
C 2.66 1.24 5.04
C 1.21 1.02 5.40
N 0.35 0.39 4.35
C 0.34 -1.10 4.28
C -0.91 -1.69 4.88
C 0.00 1.16 3.27
O 0.50 2.27 3.07
C -0.98 0.58 2.28
C -2.32 0.16 2.52
C -3.07 -0.36 1.46
C -2.42 -0.50 0.23
N -1.23 0.01 0.03
C -0.52 0.59 0.99
H 3.13 0.30 4.75
H 3.18 1.63 5.92
H 2.75 1.96 4.22
H 1.16 0.34 6.25
H 0.73 1.96 5.67
H 0.48 -1.41 3.24
H 1.21 -1.45 4.85
H -1.73 -1.71 4.16
H -0.71 -2.71 5.23
H -1.24 -1.07 5.75
H -2.77 0.27 3.50
H -4.12 -0.63 1.51
H -2.92 -0.99 -0.61
H 0.44 1.01 0.73
*
```

Charges in e, computed with natural (NBO), in the same order as the atoms: C -0.847; I 0.117; H 0.233; H 0.226; H 0.210; Bi 1.188; P 1.173; C -0.957; C -0.962; H 0.275; H 0.274; H 0.260; H 0.264; H 0.266; H 0.263; C -0.973; H 0.282; H 0.268; H 0.265; P 1.036; C -0.946; C -0.965; H 0.256; H 0.268; H 0.258; C -0.962; H 0.260; H 0.267; H 0.274; H 0.257; H 0.261; H 0.256; Cl -0.449; C -0.628; C -0.208; N -0.430; C -0.216; C -0.624; C 0.657; O -0.611; C -0.130; C -0.118; C -0.224; C 0.024; N -0.484; C 0.036; H 0.200; H 0.235; H 0.228; H 0.204; H 0.225; H 0.188; H 0.222; H 0.200; H 0.230; H 0.229; H 0.254; H 0.250; H 0.197; H 0.200


> Which value of maximum force does entry 1 give?

7.602 eV Å⁻¹